Computed, not measured: a structure of composition C21H18AlN6O8, with ωB97M-V/def2-TZVPD.

The geometry in XYZ format:
```
54
Properties=species:S:1:pos:R:3:nbo_charge:R:1
Al -0.52 -0.43 1.35 1.9922
O -1.71 2.76 -1.90 -0.6537
C -1.85 1.78 -1.01 0.7828
O -2.05 0.64 -1.30 -0.5950
C -1.79 2.30 0.40 0.0988
C -2.09 3.63 0.67 -0.1749
C -2.11 4.06 1.99 -0.1222
C -1.84 3.16 3.00 -0.1736
C -1.52 1.85 2.64 0.1244
N -1.49 1.42 1.38 -0.5224
C -1.13 0.82 3.67 0.7579
O -1.22 1.04 4.84 -0.5320
O -0.68 -0.29 3.12 -0.8716
H -1.80 2.37 -2.79 0.5135
H -2.30 4.30 -0.14 0.2590
H -2.34 5.09 2.22 0.2467
H -1.83 3.42 4.05 0.2687
C -2.03 -3.38 -2.32 -0.5946
C -3.03 -2.60 -1.48 -0.5357
C -2.40 -2.04 -0.30 0.6456
N -1.87 -1.59 0.62 -0.5825
H -2.53 -3.71 -3.23 0.2359
H -1.67 -4.26 -1.79 0.2242
H -1.18 -2.75 -2.58 0.2499
H -3.86 -3.23 -1.12 0.2737
H -3.47 -1.76 -2.02 0.2834
N 0.70 -5.13 3.54 -0.7734
C 1.15 -4.06 2.85 0.3691
C 0.28 -3.04 2.42 -0.0064
N 0.73 -2.01 1.72 -0.5126
C 2.04 -1.95 1.44 -0.0366
C 2.88 -2.96 1.88 0.0487
N 2.45 -4.00 2.57 -0.4014
H -0.22 -5.13 3.95 0.4019
H 1.39 -5.75 3.92 0.4185
H -0.78 -3.07 2.66 0.2128
H 2.39 -1.10 0.89 0.2234
H 3.93 -2.91 1.66 0.2185
O 0.64 -1.39 -1.48 -0.6215
C 0.89 -0.26 -1.10 0.8127
O 0.50 0.21 0.07 -0.9326
C 1.62 0.74 -1.93 -0.1859
C 2.16 0.34 -3.16 -0.1286
C 2.83 1.25 -3.96 -0.2075
C 2.95 2.58 -3.55 -0.1837
C 2.40 2.94 -2.34 0.0840
C 1.74 2.05 -1.51 -0.1809
N 2.50 4.35 -1.90 0.5219
O 3.14 5.10 -2.60 -0.3500
O 1.91 4.65 -0.89 -0.3828
H 2.05 -0.69 -3.46 0.2422
H 3.25 0.95 -4.90 0.2340
H 3.46 3.31 -4.15 0.2604
H 1.33 2.39 -0.57 0.2570
```

Values from the calculation:
- Molecular weight: 509.39 g/mol
- Calculated total energy: -1983.94642 hartree
- Net charge: +1
- LUMO: -3.53 eV